Molecular formula: C35H43ClP2PbSi2
Method: DFT, ωB97M-V/def2-TZVPD

The geometry in XYZ format:
```
84
Properties=species:S:1:pos:R:3:lowdin_charge:R:1
C -2.215 -0.684 4.871 -0.267
C -3.042 -0.288 3.781 -0.228
C -3.022 -1.324 2.801 -0.252
H -3.653 0.616 3.741 0.086
C -2.163 -2.362 3.279 -0.266
C -1.676 -1.972 4.570 -0.257
H -1.088 -2.593 5.247 0.081
H -2.080 -0.138 5.806 0.080
H -3.610 -1.350 1.887 0.089
H -1.989 -3.326 2.793 0.087
Pb -0.271 -0.427 2.606 1.051
Si 0.255 -0.136 -0.430 0.434
C -0.695 1.411 -0.753 -0.367
C -0.170 2.473 -1.527 -0.142
H 0.817 2.339 -1.959 0.048
C -0.921 3.623 -1.771 -0.097
H -0.561 4.371 -2.501 0.112
C -2.166 3.778 -1.141 -0.094
H -2.759 4.668 -1.357 0.098
C -2.659 2.776 -0.297 -0.090
H -3.633 2.884 0.185 0.102
C -1.941 1.590 -0.121 -0.133
H -2.324 0.777 0.521 0.080
C -0.521 -1.739 -0.859 -0.402
C -1.699 -1.757 -1.622 -0.121
H -2.008 -0.850 -2.145 0.090
C -2.473 -2.919 -1.701 -0.091
H -3.430 -2.909 -2.238 0.102
C -2.015 -4.103 -1.100 -0.112
H -2.609 -5.022 -1.180 0.094
C -0.784 -4.127 -0.421 -0.103
H -0.437 -5.062 0.033 0.100
C -0.023 -2.958 -0.357 -0.152
H 0.974 -2.945 0.095 0.096
H 1.635 -0.044 0.258 -0.094
Si 1.902 0.169 -4.103 0.336
C 1.214 -1.468 -4.608 -0.319
C 0.400 -1.498 -5.760 -0.094
H 0.184 -0.568 -6.299 0.100
C -0.126 -2.713 -6.232 -0.081
H -0.728 -2.722 -7.147 0.103
C 0.156 -3.905 -5.547 -0.082
H -0.272 -4.850 -5.904 0.104
C 1.024 -3.882 -4.441 -0.079
H 1.310 -4.825 -3.964 0.104
C 1.545 -2.670 -3.963 -0.103
H 2.221 -2.663 -3.097 0.097
C 0.727 1.490 -4.705 -0.323
C -0.647 1.606 -4.427 -0.100
H -1.134 0.912 -3.733 0.106
C -1.420 2.622 -5.024 -0.081
H -2.486 2.719 -4.772 0.112
C -0.838 3.503 -5.946 -0.082
H -1.446 4.288 -6.414 0.105
C 0.525 3.356 -6.279 -0.082
H 0.971 3.997 -7.049 0.103
C 1.301 2.379 -5.638 -0.113
H 2.367 2.257 -5.872 0.090
H 3.317 0.288 -4.568 -0.010
Cl 2.370 0.251 -2.106 0.387
C 3.621 -1.731 3.180 -0.279
P 2.225 -0.741 3.839 0.684
C 2.070 -1.315 5.579 -0.272
C 2.997 0.953 3.861 -0.407
C 1.970 2.082 3.777 -0.428
P 0.388 1.634 4.655 0.689
C -0.719 2.901 3.998 -0.288
C 0.842 2.204 6.347 -0.280
H 3.307 -2.767 2.992 0.044
H 4.415 -1.707 3.945 0.044
H 3.974 -1.283 2.244 0.040
H 1.388 -0.672 6.167 0.027
H 1.631 -2.324 5.537 0.042
H 3.082 -1.351 6.040 0.052
H 3.615 1.022 4.773 0.085
H 3.668 0.974 2.981 0.081
H 2.343 2.992 4.279 0.079
H 1.731 2.351 2.730 0.086
H -1.722 2.778 4.432 0.048
H -0.296 3.888 4.235 0.048
H -0.818 2.782 2.912 0.031
H 0.014 2.041 7.061 0.045
H 1.714 1.665 6.742 0.034
H 1.081 3.277 6.297 0.037
```

Computed properties:
Frontier orbital gap (eV): 4.61
HOMO energy (eV): -4.406

Molecular formula: C35H43F6GeOPPdS
Method: DFT, ωB97M-V/def2-TZVPD

The geometry in XYZ format:
```
89
Properties=species:S:1:pos:R:3:mulliken_spin:R:1
Pd -1.318 -0.291 -1.187 0.612
C -1.716 -4.898 1.777 0.000
C -1.547 -3.895 0.633 0.004
C -2.176 -4.439 -0.648 0.000
C -2.055 -2.510 1.000 0.021
C -1.840 -1.962 2.255 0.001
C -2.253 -0.666 2.582 0.007
C -2.897 0.145 1.665 0.027
C -3.388 1.523 2.000 0.000
C -3.165 -0.408 0.404 0.007
C -2.764 -1.713 0.083 -0.017
H -1.384 -5.885 1.457 0.000
H -2.764 -4.971 2.072 0.000
H -1.136 -4.627 2.659 0.000
H -0.469 -3.786 0.444 0.000
H -3.262 -4.501 -0.558 0.000
H -1.801 -5.443 -0.846 0.000
H -1.944 -3.824 -1.520 -0.001
H -1.348 -2.545 3.022 0.002
H -2.097 -0.312 3.597 -0.001
H -2.803 2.285 1.477 0.001
H -3.316 1.719 3.066 0.000
H -4.427 1.647 1.695 0.001
H -3.799 0.114 -0.304 -0.007
H -3.122 -2.127 -0.854 -0.006
C 0.360 -0.334 0.085 -0.046
Ge 1.359 1.010 1.658 0.010
C 2.954 1.158 0.569 0.007
C 3.346 2.306 -0.122 0.003
C 4.526 2.317 -0.849 -0.002
C 5.325 1.182 -0.896 0.004
C 4.951 0.039 -0.202 -0.001
C 3.777 0.031 0.535 0.001
C 0.250 2.485 2.167 0.006
C 0.282 3.724 1.522 0.001
C -0.454 4.784 2.027 -0.001
C -1.212 4.618 3.178 0.002
C -1.239 3.392 3.830 -0.002
C -0.516 2.324 3.322 0.005
C 1.570 -0.314 3.071 0.012
C 1.517 -1.698 2.943 0.009
C 1.784 -2.506 4.041 0.000
C 2.107 -1.941 5.265 0.001
C 2.171 -0.561 5.400 0.000
C 1.902 0.249 4.306 -0.002
H 2.737 3.198 -0.104 0.001
H 4.824 3.214 -1.375 0.000
H 6.246 1.194 -1.464 0.000
H 5.579 -0.842 -0.224 0.000
H 3.505 -0.860 1.091 0.000
H 0.874 3.878 0.631 0.002
H -0.426 5.742 1.527 0.000
H -1.783 5.449 3.570 0.000
H -1.824 3.267 4.731 0.000
H -0.524 1.371 3.839 0.002
H 1.274 -2.166 2.000 -0.006
H 1.741 -3.582 3.933 0.000
H 2.314 -2.579 6.115 0.000
H 2.429 -0.114 6.350 0.000
H 1.950 1.326 4.433 0.000
F -2.516 -1.083 -3.202 0.003
P -3.735 0.036 -3.542 0.001
F -4.530 -0.571 -2.272 0.000
F -2.803 0.625 -4.697 0.000
F -2.934 1.059 -2.453 0.021
F -4.410 -1.004 -4.519 0.000
F -4.836 1.147 -3.762 0.001
C -0.265 3.528 -3.212 0.004
C 0.675 2.865 -2.209 0.026
C 1.262 1.547 -2.701 0.003
S -0.061 0.378 -3.059 0.132
O 0.732 -1.363 -0.289 0.155
C 0.863 -1.103 -3.537 0.005
C 1.240 -1.053 -5.014 0.000
C 1.962 -2.329 -5.433 0.001
H -0.616 4.484 -2.827 0.000
H -1.141 2.912 -3.420 0.000
H 0.249 3.715 -4.156 -0.001
H 0.154 2.699 -1.258 -0.009
H 1.512 3.532 -1.994 -0.001
H 1.964 1.110 -1.990 -0.006
H 1.780 1.690 -3.652 0.006
H 0.189 -1.940 -3.343 -0.002
H 1.738 -1.207 -2.892 0.001
H 1.876 -0.185 -5.204 0.002
H 0.332 -0.916 -5.604 0.001
H 2.872 -2.480 -4.850 0.000
H 2.241 -2.284 -6.485 0.000
H 1.322 -3.202 -5.295 0.000
```

Computed properties:
2S+1: 2
Net charge: +1
Frontier orbital gap (spin up / spin down) (eV): 7.40 / 6.49
HOMO energy (spin up / spin down) (eV): -11.822 / -11.791
⟨S²⟩: 0.762

Molecular formula: C35H44GeN9SV
Method: DFT, ωB97M-V/def2-TZVPD

The geometry in XYZ format:
```
91
Properties=species:S:1:pos:R:3:mulliken_spin:R:1
V -0.040 -1.348 0.083 2.078
C 1.713 -1.771 2.521 0.033
C 2.519 -0.917 1.560 0.032
N 2.176 -1.253 0.159 -0.034
C 2.855 -2.477 -0.321 0.025
C 1.885 -3.582 -0.645 0.041
C 2.269 -4.825 -1.126 -0.002
C 1.286 -5.765 -1.382 0.009
C -0.047 -5.459 -1.143 0.002
C -0.355 -4.200 -0.656 0.042
C -1.767 -3.759 -0.377 0.022
N -1.826 -2.589 0.528 0.007
C -1.830 -2.976 1.971 0.005
C -0.426 -2.974 2.546 0.022
N 0.272 -1.718 2.200 -0.030
N 0.601 -3.295 -0.437 -0.127
H 1.899 -1.476 3.558 -0.002
H 2.023 -2.816 2.427 0.000
H 3.590 -1.064 1.734 -0.002
H 2.320 0.150 1.680 -0.026
H 2.485 -0.467 -0.416 -0.050
H 3.556 -2.837 0.438 -0.002
H 3.462 -2.234 -1.199 0.003
H 3.314 -5.049 -1.292 0.000
H 1.557 -6.742 -1.757 0.000
H -0.828 -6.183 -1.319 0.000
H -2.329 -4.597 0.050 0.001
H -2.254 -3.483 -1.318 0.002
H -2.706 -2.113 0.344 0.017
H -2.295 -3.960 2.084 -0.001
H -2.450 -2.245 2.486 -0.004
H 0.172 -3.787 2.125 -0.004
H -0.462 -3.122 3.631 -0.001
H -0.189 -0.942 2.675 0.007
N 0.769 -1.435 -5.364 -0.002
C -0.109 -1.228 -4.362 0.009
C 0.258 -1.398 -3.010 0.076
N -0.605 -1.163 -2.034 -0.076
C -1.845 -0.788 -2.368 0.067
C -2.196 -0.645 -3.701 0.004
N -1.348 -0.860 -4.691 0.011
H 1.731 -1.659 -5.196 0.000
H 0.468 -1.263 -6.308 0.000
H 1.260 -1.711 -2.738 -0.034
H -2.536 -0.542 -1.574 -0.019
H -3.199 -0.335 -3.963 -0.001
C 4.884 1.841 -1.492 -0.011
C 4.426 2.391 -0.307 0.007
C 3.089 2.279 0.048 -0.027
C 2.170 1.621 -0.772 -0.089
C 2.655 1.082 -1.969 0.005
C 3.990 1.187 -2.330 0.006
Ge 0.299 1.382 -0.187 0.070
C -0.865 2.083 -1.592 -0.057
C -2.237 2.203 -1.355 -0.004
C -3.105 2.626 -2.347 0.007
C -2.619 2.934 -3.610 -0.012
C -1.260 2.833 -3.860 0.005
C -0.394 2.416 -2.859 -0.015
C 0.137 2.580 1.365 0.018
C -0.369 3.864 1.188 -0.007
C -0.353 4.797 2.218 -0.001
C 0.180 4.470 3.452 -0.003
C 0.671 3.186 3.660 0.003
C 0.637 2.261 2.629 0.008
H 5.924 1.935 -1.770 0.000
H 5.110 2.920 0.343 0.000
H 2.760 2.734 0.975 -0.001
H 1.976 0.591 -2.660 0.005
H 4.330 0.778 -3.271 0.000
H -2.634 1.953 -0.378 -0.006
H -4.163 2.720 -2.140 0.000
H -3.291 3.265 -4.389 0.000
H -0.868 3.092 -4.834 0.000
H 0.665 2.375 -3.082 -0.002
H -0.744 4.171 0.220 -0.001
H -0.724 5.798 2.040 0.000
H 0.229 5.208 4.241 0.000
H 1.102 2.917 4.616 0.000
H 1.045 1.277 2.835 0.021
C -2.981 3.018 4.763 0.001
N -2.545 1.906 3.944 -0.004
C -3.105 1.547 2.800 -0.006
N -4.166 2.226 2.355 -0.002
S -2.531 0.210 1.899 -0.005
H -2.311 3.103 5.614 0.000
H -3.993 2.855 5.140 0.000
H -2.931 3.951 4.198 0.000
H -1.740 1.372 4.218 0.000
H -4.553 3.015 2.845 0.000
H -4.593 1.935 1.494 0.000
```

Computed properties:
2S+1: 3
Net charge: +2
Frontier orbital gap (spin up / spin down) (eV): 6.94 / 7.24
HOMO energy (spin up / spin down) (eV): -12.991 / -12.381
⟨S²⟩: 2.337

Molecular formula: C35H44N2P2Pt
Method: DFT, ωB97M-V/def2-TZVPD

The geometry in XYZ format:
```
84
Properties=species:S:1:pos:R:3:lowdin_charge:R:1
Pt -0.088 -0.030 -0.053 0.827
C 1.643 1.853 -2.681 -0.114
C 2.640 1.385 -1.619 -0.525
C 3.949 2.165 -1.700 -0.097
P 1.761 1.302 -0.007 0.922
C 2.935 0.865 1.339 -0.522
C 3.804 2.007 1.863 -0.102
C 3.756 -0.363 0.941 -0.107
C 0.989 2.889 0.371 -0.289
C 1.648 4.114 0.254 -0.065
C 0.989 5.323 0.384 -0.283
C 1.706 6.639 0.256 -0.055
C -0.389 5.264 0.600 -0.037
C -1.063 4.069 0.741 -0.030
C -0.389 2.833 0.680 -0.291
N -1.008 1.596 0.808 -0.158
C -2.226 1.411 1.444 -0.295
C -2.774 2.283 2.404 -0.032
C -4.025 2.064 2.943 -0.038
C -4.816 0.973 2.576 -0.284
C -6.186 0.763 3.163 -0.057
C -4.252 0.068 1.695 -0.056
C -2.974 0.243 1.166 -0.294
P -2.128 -1.009 0.185 0.909
C -3.171 -1.387 -1.270 -0.538
C -2.595 -2.564 -2.057 -0.106
C -3.267 -0.131 -2.137 -0.114
C -2.012 -2.551 1.181 -0.532
C -1.231 -2.267 2.464 -0.116
C -3.340 -3.238 1.485 -0.104
H 2.094 1.771 -3.672 0.081
H 1.360 2.895 -2.519 0.078
H 0.736 1.247 -2.665 0.053
H 2.851 0.324 -1.799 0.097
H 3.806 3.229 -1.510 0.066
H 4.354 2.071 -2.711 0.083
H 4.702 1.788 -1.010 0.055
H 2.248 0.571 2.140 0.105
H 4.518 2.354 1.116 0.065
H 4.376 1.659 2.725 0.081
H 3.201 2.856 2.182 0.068
H 4.474 -0.121 0.154 0.070
H 3.119 -1.171 0.578 0.050
H 4.322 -0.723 1.801 0.082
H 2.711 4.122 0.045 0.094
H 2.773 6.489 0.095 0.072
H 1.588 7.245 1.156 0.078
H 1.321 7.223 -0.582 0.079
H -0.958 6.187 0.646 0.116
H -2.135 4.088 0.862 0.104
H -2.201 3.132 2.748 0.105
H -4.403 2.767 3.678 0.115
H -6.736 1.702 3.231 0.076
H -6.129 0.344 4.170 0.080
H -6.772 0.075 2.552 0.073
H -4.824 -0.810 1.412 0.102
H -4.169 -1.641 -0.896 0.105
H -1.562 -2.363 -2.348 0.069
H -3.183 -2.724 -2.963 0.082
H -2.608 -3.492 -1.484 0.068
H -2.282 0.139 -2.522 0.068
H -3.655 0.719 -1.573 0.073
H -3.929 -0.311 -2.986 0.080
H -1.401 -3.200 0.544 0.096
H -1.764 -1.547 3.090 0.079
H -0.242 -1.863 2.244 0.051
H -1.111 -3.189 3.037 0.080
H -3.935 -2.644 2.180 0.067
H -3.152 -4.203 1.960 0.082
H -3.935 -3.423 0.589 0.066
N 4.664 -8.055 -3.664 0.148
C 4.114 -7.135 -3.248 -0.191
C 3.427 -5.985 -2.728 -0.242
C 3.440 -4.784 -3.435 -0.029
C 2.781 -3.680 -2.932 -0.026
C 2.092 -3.748 -1.715 -0.250
C 2.085 -4.963 -1.018 -0.026
C 2.745 -6.069 -1.515 -0.029
C 1.413 -2.604 -1.195 -0.143
C 0.839 -1.623 -0.762 -0.289
H 3.969 -4.725 -4.377 0.118
H 2.787 -2.747 -3.479 0.114
H 1.556 -5.023 -0.076 0.114
H 2.737 -7.004 -0.971 0.118
```

Computed properties:
Frontier orbital gap (eV): 7.23
HOMO energy (eV): -6.871

Molecular formula: C35H44N8O3S3Si2TeTi
Method: DFT, ωB97M-V/def2-TZVPD

The geometry in XYZ format:
```
97
Properties=species:S:1:pos:R:3:lowdin_charge:R:1
Ti -1.124 -0.014 -0.956 0.595
N -2.197 3.029 -3.477 0.094
C -1.771 1.821 -3.034 -0.837
S -2.986 0.748 -2.364 0.719
N -0.514 1.523 -3.063 0.006
N -0.247 0.261 -2.566 -0.170
C -0.154 -0.768 -3.433 -0.232
C 0.101 -0.561 -4.850 -0.165
C 0.925 0.491 -5.266 -0.042
C 1.113 0.744 -6.610 -0.084
C 0.468 -0.022 -7.568 -0.093
C -0.379 -1.043 -7.165 -0.082
C -0.559 -1.319 -5.825 -0.032
C -0.595 -2.000 -2.872 -0.309
C -0.379 -3.274 -3.435 -0.050
C -1.010 -4.367 -2.897 -0.067
C -1.873 -4.182 -1.807 -0.064
C -1.970 -2.927 -1.246 -0.224
N -1.323 -1.856 -1.714 -0.173
H -3.181 3.131 -3.671 0.087
H -1.557 3.552 -4.052 0.103
H 1.419 1.104 -4.526 0.101
H 1.758 1.555 -6.914 0.101
H 0.606 0.180 -8.620 0.099
H -0.923 -1.611 -7.904 0.102
H -1.240 -2.101 -5.524 0.111
H 0.291 -3.366 -4.276 0.123
H -0.845 -5.357 -3.293 0.110
H -2.445 -4.998 -1.397 0.108
H -2.597 -2.773 -0.370 0.065
C 2.625 -6.295 2.641 -0.180
Si 1.674 -4.753 2.060 0.443
C -0.075 -5.222 1.455 -0.197
C 1.468 -3.461 3.450 -0.172
C 2.672 -3.951 0.651 -0.547
Te 1.312 -2.595 -0.366 1.338
C 2.896 -1.654 -1.528 -0.522
Si 3.567 -0.162 -0.554 0.466
C 5.051 0.623 -1.459 -0.176
C 4.053 -0.619 1.239 -0.185
C 2.123 1.088 -0.485 -0.199
H 2.134 -6.767 3.484 0.022
H 3.633 -6.041 2.948 0.024
H 2.699 -7.032 1.849 0.024
H -0.624 -5.784 2.204 0.030
H -0.042 -5.825 0.552 0.027
H -0.652 -4.327 1.231 -0.018
H 0.964 -3.886 4.312 0.027
H 0.873 -2.620 3.103 -0.004
H 2.423 -3.075 3.791 0.026
H 3.020 -4.690 -0.065 0.006
H 3.543 -3.425 1.025 -0.007
H 2.445 -1.336 -2.467 -0.008
H 3.647 -2.405 -1.747 0.008
H 5.863 -0.088 -1.581 0.025
H 5.441 1.471 -0.906 0.024
H 4.775 0.975 -2.448 0.023
H 4.880 -1.322 1.258 0.026
H 3.223 -1.077 1.773 -0.004
H 4.370 0.257 1.798 0.027
H 2.046 1.614 -1.434 0.028
H 2.256 1.834 0.294 0.040
H 1.162 0.566 -0.311 -0.042
S -1.560 -1.194 1.308 0.665
C -1.155 -0.218 2.640 -0.688
N -2.078 -0.090 3.630 0.088
C -1.858 0.593 4.769 -0.029
C -0.642 1.176 4.992 -0.029
C 0.343 1.078 3.996 0.001
C 0.089 0.397 2.827 -0.069
H -2.980 -0.529 3.476 0.156
H -2.673 0.667 5.472 0.144
H -0.490 1.731 5.902 0.115
H 1.312 1.532 4.145 0.122
H 0.835 0.303 2.047 0.090
O -4.711 4.026 5.322 -0.360
S -3.382 4.507 5.664 0.428
O -2.349 3.475 5.571 -0.380
O -3.282 5.351 6.833 -0.346
C -2.996 5.553 4.190 -0.346
N -2.968 6.869 4.125 0.138
C -2.587 7.396 2.965 -0.107
C -2.250 6.625 1.859 0.015
C -2.366 5.244 2.022 -0.216
N -2.737 4.740 3.204 0.133
C -2.079 4.169 1.084 -0.106
C -1.036 4.132 0.153 0.034
C -0.669 2.926 -0.396 -0.104
N -1.285 1.755 -0.119 -0.125
C -2.403 1.833 0.649 -0.177
C -2.805 2.978 1.272 0.036
H -2.549 8.479 2.936 0.111
H -1.962 7.068 0.917 0.106
H -0.486 5.026 -0.096 0.121
H 0.154 2.878 -1.101 0.100
H -2.997 0.921 0.743 0.075
H -3.656 2.988 1.932 0.131
```

Computed properties:
Frontier orbital gap (spin up / spin down) (eV): 5.30 / 5.27
HOMO energy (spin up / spin down) (eV): -6.673 / -6.657

Quick rundown of calculated total energy, same order as above: -89093.298; -135464.888; -143449.714; -61815.783; -133742.929 eV
Quick rundown of energy above the lowest of the compared OMol25 structures with the same formula, charge and spin, same order as above: 12.0; 0.8; 0.0; 0.0; 38.8 kcal/mol
Quick rundown of max |F|, same order as above: 0.0671; 0.0105; 0.0130; 0.0045; 0.0712 Eh/bohr